No. 1
{"formula": "C7H11ClN4", "method": "wB97M-V/def2-TZVPD", "total_charge": 0, "gap_ev": [7.5, 7.6], "e_above_lowest_ev": 4.183, "homo_ha": [-0.290, -0.290], "lumo_energy_ev": [-0.3378, -0.3414], "total_energy_ha": -952.375743, "symbols": ["C", "C", "C", "C", "C", "C", "C", "N", "N", "N", "N", "Cl", "H", "H", "H", "H", "H", "H", "H", "H", "H", "H", "H"], "xyz": [[-0.40, -0.02, 1.16], [0.34, -1.45, -1.57], [0.21, 0.60, -2.44], [0.39, -0.66, 2.04], [-1.84, 0.49, 1.36], [1.29, 1.70, -2.53], [-0.05, -1.00, 3.41], [-0.08, 0.47, -0.08], [0.65, -1.49, -2.86], [0.45, -0.38, -3.42], [0.17, -0.16, -1.18], [2.06, -1.20, 1.55], [0.34, -2.42, -0.86], [-0.81, 1.01, -2.49], [-1.86, 1.42, 1.96], [-2.47, -0.17, 1.94], [-2.24, 0.48, 0.40], [1.29, 2.22, -1.50], [1.08, 2.48, -3.30], [2.18, 1.20, -2.80], [-1.00, -1.52, 3.45], [-0.36, -0.07, 3.85], [0.67, -1.52, 3.92]]}

=====

No. 2
{"formula": "C3H10N4O2", "method": "wB97M-V/def2-TZVPD", "total_charge": 0, "gap_ev": [8.2, 7.9], "e_above_lowest_ev": 8.606, "homo_ha": [-0.289, -0.301], "lumo_energy_ev": [0.3531, -0.3343], "total_energy_ha": -489.540708, "symbols": ["C", "N", "N", "N", "N", "H", "H", "H", "H", "H", "H", "C", "C", "O", "O", "H", "H", "H", "H"], "xyz": [[0.46, -1.54, 0.45], [-0.40, -0.58, -0.22], [-1.26, -1.12, -1.19], [-1.52, 0.02, 0.99], [-2.24, -0.27, 1.88], [-1.30, -0.62, -2.07], [-1.03, -2.06, -1.53], [-1.84, -0.30, 2.83], [0.94, -1.04, 1.29], [1.20, -1.95, -0.24], [-0.13, -2.38, 0.83], [1.81, 1.37, -0.16], [0.45, 0.99, -0.73], [-0.55, 1.87, 0.27], [0.28, 1.08, -1.94], [-1.31, 2.08, -0.31], [1.97, 2.44, -0.34], [2.60, 0.85, -0.71], [1.88, 1.17, 0.90]]}

=====

No. 3
{"formula": "C36H44BrClN7O8PS2", "method": "wB97M-V/def2-TZVPD", "total_charge": 0, "gap_ev": 7.8, "smiles": "CC[C@H](Cl)[C@@]1(CCCSC(=S)n2ccnc2)[C@@H](CCCCN)C(=O)N[C@H]1P(O)Br.O=[N+]([O-])c1ccccc1.O=[N+]([O-])c1ccccc1.O=[N+]([O-])c1ccccc1", "homo_ha": -0.319, "lumo_energy_ev": -0.9259, "total_energy_ha": -6555.089325, "symbols": ["C", "C", "C", "Cl", "C", "C", "C", "C", "S", "C", "S", "N", "C", "C", "N", "C", "C", "C", "C", "C", "C", "N", "C", "O", "N", "C", "P", "O", "Br", "H", "H", "H", "H", "H", "H", "H", "H", "H", "H", "H", "H", "H", "H", "H", "H", "H", "H", "H", "H", "H", "H", "H", "H", "H", "H", "H", "H", "H", "O", "N", "O", "C", "C", "C", "C", "C", "C", "H", "H", "H", "H", "H", "O", "N", "O", "C", "C", "C", "C", "C", "C", "H", "H", "H", "H", "H", "O", "N", "O", "C", "C", "C", "C", "C", "C", "H", "H", "H", "H", "H"], "xyz": [[1.47, 2.18, 2.59], [0.20, 2.63, 1.88], [0.42, 3.11, 0.42], [-0.71, 4.51, 0.16], [0.18, 2.00, -0.62], [-1.32, 1.55, -0.48], [-1.52, 0.05, -0.21], [-3.04, -0.21, -0.12], [-3.43, -1.93, 0.33], [-2.13, -2.38, 1.48], [-1.18, -3.64, 1.13], [-2.05, -1.54, 2.62], [-3.12, -1.24, 3.43], [-2.55, -0.38, 4.33], [-1.24, -0.18, 4.05], [-0.93, -0.89, 3.01], [0.26, 2.59, -2.05], [1.36, 3.62, -2.41], [1.58, 3.66, -3.94], [2.77, 2.74, -4.39], [2.39, 1.70, -5.45], [2.59, 0.31, -4.98], [0.24, 1.26, -2.87], [-0.30, 1.04, -3.93], [0.94, 0.36, -2.08], [1.17, 0.83, -0.72], [3.04, 1.16, -0.80], [3.43, 2.26, 0.37], [3.81, -0.80, 0.05], [1.96, 1.34, 2.09], [1.20, 1.81, 3.59], [2.17, 3.00, 2.73], [-0.51, 1.80, 1.93], [-0.25, 3.42, 2.48], [1.41, 3.55, 0.38], [-1.81, 2.07, 0.34], [-1.90, 1.79, -1.37], [-1.07, -0.24, 0.74], [-1.17, -0.57, -1.03], [-3.43, -0.09, -1.14], [-3.50, 0.52, 0.54], [-4.13, -1.60, 3.38], [-3.09, 0.10, 5.12], [0.03, -0.93, 2.53], [-0.64, 3.08, -2.42], [0.98, 4.60, -2.13], [2.30, 3.47, -1.87], [1.82, 4.69, -4.25], [0.66, 3.40, -4.48], [3.11, 2.22, -3.50], [3.56, 3.40, -4.77], [3.04, 1.84, -6.32], [1.37, 1.83, -5.83], [1.89, -0.30, -5.40], [3.47, 0.01, -5.37], [0.77, -0.63, -2.20], [1.07, 0.05, 0.04], [4.02, 2.90, -0.04], [-6.66, -6.59, 8.06], [-5.70, -5.87, 8.25], [-5.39, -5.42, 9.33], [-4.86, -5.53, 7.09], [-5.21, -6.01, 5.84], [-4.43, -5.66, 4.75], [-3.32, -4.86, 4.91], [-2.97, -4.40, 6.18], [-3.75, -4.73, 7.27], [-6.08, -6.64, 5.71], [-4.70, -6.02, 3.76], [-2.71, -4.56, 4.07], [-2.10, -3.77, 6.31], [-3.48, -4.37, 8.26], [1.03, -2.73, 4.06], [1.84, -1.86, 4.27], [2.09, -0.94, 3.50], [2.59, -1.91, 5.53], [2.37, -2.95, 6.40], [3.09, -3.01, 7.58], [4.03, -2.02, 7.87], [4.24, -0.98, 6.98], [3.52, -0.91, 5.80], [1.64, -3.72, 6.18], [2.93, -3.82, 8.28], [4.60, -2.07, 8.79], [4.96, -0.21, 7.21], [3.68, -0.10, 5.11], [1.90, 0.47, -8.20], [2.07, 1.38, -8.99], [3.15, 1.91, -9.20], [0.90, 1.89, -9.72], [-0.34, 1.34, -9.47], [-1.44, 1.83, -10.15], [-1.29, 2.86, -11.06], [-0.04, 3.40, -11.31], [1.07, 2.91, -10.64], [-0.46, 0.54, -8.75], [-2.42, 1.42, -9.95], [-2.16, 3.25, -11.59], [0.08, 4.20, -12.03], [2.05, 3.33, -10.83]]}